1.
# C33H18BrF4IrN7O4S

A structure of composition C33H18BrF4IrN7O4S (the ωB97M-V functional and the def2-TZVPD basis, the OMol25 dataset).

Summary:
Net charge ... +1
E ... -147705.5656 eV
2S+1 ... 5

Each line ends with the Löwdin spin population.
Geometry (Å):
1 N -2.9960 -8.4197 -0.2006  0.172
2 C -0.9420 -2.9749 1.1406  -0.016
3 C 1.5613 -1.3160 1.2451  0.000
4 H 3.9911 6.2819 -1.0257  0.014
5 C 1.8411 6.4560 -1.2469  0.022
6 H 4.3578 -3.9303 -3.8489  0.000
7 S -1.4537 3.2058 -0.1813  0.029
8 C 4.2191 -1.3041 -1.6933  0.001
9 C -2.0015 -5.0828 0.5526  0.009
10 O -2.9679 -1.1710 -0.9301  0.038
11 O -0.8625 -0.5422 -1.2998  0.114
12 C 1.2658 -2.2760 0.2184  0.005
13 N -1.3367 1.9799 -1.2114  0.141
14 C -2.0009 1.5318 3.9509  0.005
15 C -0.8731 1.1871 3.2039  -0.001
16 N 1.8118 2.2983 -1.7316  0.079
17 O -0.0542 3.8268 -0.1865  0.071
18 C -2.2232 0.9577 5.3178  0.001
19 H 5.7946 -2.4654 -2.4237  0.000
20 N 1.9400 -2.2039 -2.2730  0.023
21 C 3.0702 5.7442 -1.1923  0.298
22 H -3.3645 1.4516 -0.7016  0.000
23 H 4.0268 3.8347 -1.3284  -0.006
24 H -3.4755 3.6361 1.7172  0.000
25 H -0.1426 0.4978 3.6085  0.000
26 C 1.9134 3.6739 -1.5622  0.211
27 C -0.6710 1.7051 1.9424  0.003
28 C 2.7579 -1.1150 -1.6359  0.007
29 O -2.5245 4.0782 -0.5280  0.002
30 C 0.1972 -4.4744 -0.2933  -0.015
31 F -3.0324 -3.4953 1.9820  0.020
32 C -3.0391 -7.3225 0.1483  0.032
33 H 1.8859 -3.7684 -3.7025  0.000
34 H -1.4268 0.2722 5.5980  0.000
35 H -3.8064 2.6951 3.9777  0.000
36 H 3.8406 1.5523 -1.9195  0.002
37 H 4.8579 -0.6318 -1.1355  0.000
38 C -3.1098 -5.9929 0.6278  0.317
39 C 1.9107 -2.0547 -0.9291  0.034
40 H -2.2709 1.7534 6.0621  0.000
41 C 3.0810 4.3583 -1.3602  -0.005
42 F 1.2504 -4.7995 -1.0530  -0.011
43 C -4.3589 -5.6298 1.1849  0.032
44 H -0.2734 6.3687 -1.4802  0.007
45 Br 1.9013 8.3276 -1.0862  -0.008
46 C -2.7534 2.9551 2.1429  0.006
47 H -3.1705 0.4192 5.3564  0.000
48 C 4.7235 -2.3179 -2.4027  0.001
49 C 3.8877 -3.2247 -3.1797  0.001
50 F -1.0319 -1.8090 1.7878  -0.011
51 C -2.9291 2.4215 3.4060  0.001
52 F -0.7652 -6.4905 -0.9028  0.021
53 N 1.8505 -0.5198 2.0231  -0.005
54 Ir 0.3202 0.9700 -1.5007  1.485
55 C -1.9995 -3.8499 1.2308  0.072
56 C -1.6188 2.5823 1.4237  0.012
57 C -2.5556 1.1581 -1.3693  0.006
58 C 0.6057 4.3596 -1.5216  0.086
59 C -0.8530 -5.3614 -0.2114  0.073
60 N -5.3940 -5.3430 1.6017  0.172
61 N 2.1915 0.1895 -1.7524  0.096
62 H -2.9112 1.2659 -2.3958  0.004
63 C 0.1879 -3.2580 0.3775  0.083
64 C 0.6593 5.8256 -1.4241  0.162
65 C 2.5598 -3.1713 -3.1076  0.003
66 C 2.7739 1.3659 -1.8244  0.084
67 C -2.1871 -0.3001 -1.1589  0.008
68 H 0.2140 1.4194 1.3851  -0.001
69 H -0.0731 4.0099 -2.3011  0.014

=====

2.
# C33H39BBrF4IIrN6O3

A structure of composition C33H39BBrF4IIrN6O3 (the ωB97M-V functional and the def2-TZVPD basis, the OMol25 dataset).

Summary:
Net charge ... +1
E ... -142467.0747 eV

Each line ends with the Löwdin charge.
Geometry (Å):
1 C 1.3836 3.1821 0.8032  -0.422
2 H -4.2644 -1.7817 -1.8916  0.114
3 N 0.5926 2.2116 0.3883  -0.005
4 C 2.6946 -3.0738 -1.7813  -0.028
5 H -4.3959 -2.2440 0.3826  0.097
6 H 2.9529 4.2560 2.5112  0.095
7 F -0.6600 -0.2481 4.9569  0.234
8 Br -2.3218 4.2341 -0.9653  0.807
9 H 4.3453 2.4228 -0.4108  0.099
10 H -2.2951 1.4209 -3.9403  0.114
11 C -0.3940 4.2277 2.1210  -0.067
12 I -3.2921 1.6517 1.2919  1.276
13 C 1.3284 0.2502 2.1682  -0.219
14 H 2.9601 2.1399 -1.4677  0.097
15 H -0.4293 -2.0854 -1.9048  0.139
16 C 1.9281 0.9302 3.2341  -0.105
17 C 3.6798 -0.7209 3.3640  -0.011
18 Ir -0.4324 0.8517 1.4764  1.206
19 B -1.4726 0.2542 4.0186  -1.220
20 H 2.4189 5.4497 0.2282  0.085
21 N 1.0052 4.0408 1.7638  -0.131
22 H 1.0092 -6.3314 -2.9800  0.109
23 O -2.3677 -1.9315 0.0552  -0.083
24 C 3.2702 2.2461 -0.4205  -0.036
25 N 0.4551 -2.1024 -1.4173  0.176
26 H 4.5726 -1.0964 3.8409  0.109
27 F -2.7712 0.4434 4.3358  0.179
28 C -2.3301 0.7094 -3.1260  -0.076
29 H -4.2684 4.3027 -3.1009  0.105
30 C 0.5467 -1.3079 -0.3182  -0.306
31 C 3.0545 4.6780 -0.1938  -0.032
32 C 0.6953 -4.3451 -2.2296  -0.215
33 C -5.3544 1.3788 -0.8384  -0.164
34 C 3.4712 -4.1593 -2.1678  -0.077
35 C -3.8438 3.1770 -1.3343  -0.721
36 H 2.0352 -2.4493 0.3826  0.127
37 C -3.4641 -2.8046 0.2790  -0.042
38 C 4.7519 -3.1172 2.3198  -0.054
39 C -3.3736 -0.1920 -3.0221  -0.071
40 C -6.0862 1.6772 -1.9747  -0.075
41 C 1.4715 -5.4190 -2.6342  -0.006
42 H 4.5524 -3.3902 3.3574  0.102
43 H 3.0706 1.3212 0.1200  0.084
44 C 1.9634 4.6802 2.6548  -0.037
45 H -0.5501 5.2837 2.3450  0.103
46 H 3.5218 0.9801 4.6557  0.112
47 F -1.3966 -0.5619 2.7671  -0.061
48 C -4.2284 2.1270 -0.5129  -0.683
49 C 1.9474 -0.8873 1.6888  -0.163
50 H -0.4910 1.3921 -2.2531  0.110
51 H -1.0865 -5.6851 -3.7504  0.101
52 O -0.6631 -4.3109 -2.2476  -0.084
53 N 1.5106 -1.6030 0.5603  0.181
54 H -6.2688 2.9736 -3.6769  0.114
55 C -2.4260 -1.1028 -1.0098  -0.282
56 C -3.4333 -1.0955 -1.9656  -0.010
57 H -0.6691 3.6434 2.9996  0.076
58 H 4.5491 -4.0796 -2.1541  0.108
59 C -5.6970 2.7284 -2.7922  -0.065
60 C -1.3431 -5.4695 -2.7114  -0.056
61 F -0.9229 1.5516 3.4918  -0.095
62 H 2.9994 4.7456 -1.2839  0.098
63 O 3.6067 -2.5226 1.7246  -0.097
64 H -1.0316 3.9500 1.2860  -0.037
65 C -1.3154 0.6948 -2.1757  -0.025
66 C 2.8587 -5.3246 -2.5890  -0.068
67 H 1.4643 1.8247 3.6290  0.094
68 H -2.4030 -5.2439 -2.6409  0.091
69 H 4.9606 -4.0122 1.7415  0.096
70 C -4.5771 3.4779 -2.4739  -0.127
71 N -0.2952 -0.2988 -0.1656  -0.043
72 H -3.5594 -3.5311 -0.5317  0.093
73 H 3.4558 -6.1712 -2.8991  0.111
74 C 3.1145 -1.3860 2.2945  -0.219
75 C -1.3465 -0.2110 -1.1335  -0.263
76 H -5.6598 0.5666 -0.1923  0.096
77 H 5.6092 -2.4427 2.2742  0.099
78 N 2.6169 3.3589 0.2465  -0.145
79 H 4.0844 4.8622 0.1141  0.098
80 H 2.0008 5.7590 2.4913  0.095
81 H 0.9400 1.7993 -0.4670  0.055
82 H -3.2481 -3.3218 1.2086  0.103
83 H -4.1631 -0.1932 -3.7619  0.115
84 C 1.3125 -3.1679 -1.7808  -0.154
85 H 3.1709 -2.1472 -1.4874  0.121
86 H -6.9644 1.0931 -2.2146  0.114
87 H 1.6531 4.5028 3.6860  0.098
88 C 3.0833 0.4520 3.8194  -0.062
89 H -1.1128 -6.3344 -2.0867  0.101

=====

3.
# C4H9NO

The molecule C4H9NO (the ωB97M-V functional and the def2-TZVPD basis, the OMol25 dataset).

Summary:
Net charge ... 0
SMILES ... CC(C)NC=O
E ... -7830.8686 eV

Each line ends with the natural charge from an NBO analysis.
Geometry (Å):
1 O 2.4010 -0.3490 1.0025  -0.530
2 C -0.1236 -0.4083 -0.3078  -0.050
3 H -1.5411 0.8045 0.7771  0.211
4 H -1.3948 0.4352 -1.8970  0.208
5 H -1.5482 -1.3249 -1.7100  0.221
6 C 1.7865 0.6479 0.7156  0.551
7 H 1.1741 1.0394 -1.1936  0.396
8 H -0.1357 0.1884 1.7049  0.200
9 H 1.8818 1.5658 1.3250  0.118
10 H -0.1038 -0.6472 -2.4474  0.210
11 C -0.9125 -0.0732 0.9699  -0.598
12 C -0.8480 -0.4837 -1.6549  -0.615
13 N 0.8074 0.7322 -0.3052  -0.724
14 H -1.4930 -0.8579 1.4535  0.209
15 H 0.4067 -1.3608 -0.1681  0.194